# 1
A 3-piece molecular cluster, C19H43BI2O2PS2 overall, computed with ωB97M-V with the def2-TZVPD basis set.

The geometry in ORCA input format:
```
! RIJCOSX wB97M-V def2-TZVPD def2/J DEFGRID3
* xyz -1 1
C -3.69 -2.55 -0.48
C -3.54 -1.59 0.71
C -3.79 -0.08 0.48
S -2.55 0.91 1.50
O -5.08 0.26 0.79
B -5.53 1.41 -0.09
C -6.93 1.08 -0.89
I -6.65 0.27 -2.89
C -7.99 0.20 -0.23
C -7.63 -1.27 -0.02
I -8.57 1.10 1.65
O -4.34 1.65 -0.96
C -3.64 0.45 -0.97
P -1.99 0.65 -1.74
S -1.87 1.72 -3.38
H -3.07 -3.43 -0.31
H -4.71 -2.90 -0.59
H -3.37 -2.12 -1.42
H -2.58 -1.75 1.19
H -4.30 -1.86 1.45
H -2.98 0.65 2.73
H -5.76 2.42 0.58
H -7.40 2.04 -1.10
H -8.91 0.26 -0.82
H -8.20 -1.70 0.80
H -6.58 -1.37 0.19
H -7.86 -1.82 -0.93
H -4.13 -0.31 -1.60
H -1.11 1.08 -0.75
H -1.62 -0.68 -1.96
C 1.42 0.02 1.27
C 1.53 0.09 2.79
C 1.45 1.52 3.32
C 2.56 2.45 2.83
C 3.98 1.97 3.12
C 4.28 1.84 4.61
H 2.25 0.54 0.77
H 1.44 -1.02 0.93
H 0.49 0.46 0.93
H 2.46 -0.38 3.11
H 0.72 -0.49 3.23
H 1.46 1.49 4.42
H 0.49 1.95 3.03
H 2.42 3.44 3.28
H 2.46 2.60 1.75
H 4.69 2.68 2.68
H 4.16 1.02 2.63
H 4.13 2.79 5.13
H 5.31 1.53 4.78
H 3.64 1.10 5.09
C 2.78 0.46 -2.27
C 3.44 -0.45 -3.29
C 3.94 -1.77 -2.70
C 5.00 -1.61 -1.61
C 6.25 -0.85 -2.04
C 7.02 -1.51 -3.18
H 3.48 0.76 -1.48
H 2.39 1.37 -2.73
H 1.94 -0.05 -1.78
H 4.26 0.08 -3.78
H 2.72 -0.68 -4.08
H 4.33 -2.40 -3.51
H 3.09 -2.31 -2.28
H 5.30 -2.61 -1.27
H 4.56 -1.12 -0.74
H 6.91 -0.75 -1.17
H 5.98 0.17 -2.32
H 7.32 -2.53 -2.90
H 7.92 -0.95 -3.43
H 6.41 -1.58 -4.08
*
```

Values from the calculation:
Total energy   -72336.7812 eV
Frontier orbital gap   7.649 eV
Relative energy (zero: lowest compared OMol25 entry of this formula, charge and spin)   0.0 kJ/mol

***

# 2
A 3-piece molecular cluster, C19H43ClN3O3P overall, computed with ωB97M-V with the def2-TZVPD basis set.

The geometry in ORCA input format:
```
! RIJCOSX wB97M-V def2-TZVPD def2/J DEFGRID3
* xyz 0 1
O -2.52 1.26 -1.32
C -3.00 0.17 -1.24
C -3.30 -0.79 -2.38
C -2.81 -2.13 -1.79
P -1.48 -3.08 -2.64
O -2.43 -3.68 -3.85
Cl -0.46 -1.57 -3.64
C -2.40 -1.78 -0.33
C -2.63 -2.91 0.68
C -1.50 -3.09 1.72
C -1.89 -2.74 3.15
O -1.89 -1.32 3.25
N -3.19 -0.55 0.01
H -4.39 -0.82 -2.52
H -2.86 -0.49 -3.33
H -3.65 -2.84 -1.80
H -2.01 -4.48 -4.19
H -1.36 -1.45 -0.35
H -3.55 -2.66 1.23
H -2.78 -3.85 0.16
H -1.15 -4.13 1.71
H -0.65 -2.44 1.47
H -1.18 -3.18 3.86
H -2.90 -3.12 3.37
H -2.12 -1.04 4.14
H -4.16 -0.86 -0.03
C 6.60 -0.95 -5.86
C 5.13 -0.92 -6.21
N 4.26 -0.88 -5.04
C 2.87 -1.14 -5.34
C 2.11 -0.15 -6.23
C 4.52 0.20 -4.11
C 4.45 1.64 -4.64
H 6.82 -1.77 -5.17
H 7.20 -1.10 -6.76
H 6.94 -0.03 -5.39
H 4.88 -1.83 -6.76
H 4.95 -0.08 -6.90
H 2.33 -1.25 -4.40
H 2.82 -2.13 -5.82
H 1.88 0.78 -5.70
H 1.16 -0.58 -6.54
H 2.67 0.10 -7.13
H 5.51 0.05 -3.67
H 3.81 0.09 -3.28
H 4.99 1.75 -5.58
H 4.92 2.32 -3.92
H 3.43 1.98 -4.79
C -2.29 3.05 3.32
C -2.48 3.08 4.83
N -1.87 1.95 5.50
C -2.29 1.79 6.88
C -1.90 2.89 7.89
C -0.45 1.75 5.24
C 0.53 2.87 5.60
H -2.63 2.10 2.90
H -2.86 3.86 2.86
H -1.24 3.19 3.04
H -3.55 3.04 5.05
H -2.12 4.05 5.22
H -1.91 0.83 7.25
H -3.38 1.70 6.88
H -0.85 2.86 8.14
H -2.46 2.75 8.81
H -2.14 3.88 7.51
H -0.34 1.52 4.18
H -0.15 0.83 5.76
H 0.17 3.85 5.27
H 1.48 2.69 5.10
H 0.73 2.92 6.67
*
```

Values from the calculation:
SMILES   O=C1C[C@@H](P(O)Cl)[C@H](CCCO)N1.CCN(CC)CC.CCN(CC)CC
Total energy   -52824.6376 eV
Frontier orbital gap   8.455 eV

***

# 3
C19H43N2O2P3Y as an isolated structure in a non-equilibrium geometry, computed with ωB97M-V with the def2-TZVPD basis set.

The geometry in ORCA input format:
```
! RIJCOSX wB97M-V def2-TZVPD def2/J DEFGRID3
* xyz 3 1
Y -0.33 -0.47 1.13
P -0.79 -3.31 1.34
P 2.13 -0.18 -0.02
P -1.33 -0.93 -1.46
H -1.60 1.84 1.72
C -2.17 1.14 1.07
C -2.75 0.01 1.60
H -2.70 -0.20 2.68
C -0.54 -3.88 3.06
C 0.38 -4.44 0.48
C -2.36 -4.21 0.95
C 2.64 1.49 -0.53
C 3.32 -0.59 1.30
C 2.64 -1.26 -1.39
C -3.14 -0.93 -1.75
C -0.81 -2.40 -2.42
C -0.84 0.43 -2.57
H -2.39 1.55 0.08
H -3.47 -0.63 1.07
H -1.20 -3.32 3.74
H 0.50 -3.71 3.37
H -0.77 -4.95 3.16
H 1.41 -4.23 0.82
H 0.34 -4.29 -0.61
H 0.15 -5.49 0.70
H -3.17 -3.81 1.57
H -2.26 -5.28 1.16
H -2.63 -4.08 -0.10
H 3.71 1.44 -0.78
H 2.48 2.20 0.30
H 2.05 1.82 -1.40
H 4.32 -0.34 0.92
H 3.26 -1.66 1.53
H 3.12 -0.01 2.22
H 3.72 -1.14 -1.53
H 2.10 -0.99 -2.31
H 2.40 -2.31 -1.14
H -3.32 -0.78 -2.82
H -3.62 -0.13 -1.18
H -3.56 -1.90 -1.44
H -1.20 -2.30 -3.44
H -1.23 -3.30 -1.95
H 0.28 -2.48 -2.44
H -1.34 0.31 -3.54
H 0.25 0.46 -2.72
H -1.14 1.39 -2.12
C 0.87 3.92 -3.67
C 1.37 5.21 -3.94
C 0.44 6.24 -4.16
C -0.92 5.97 -4.13
C -1.38 4.66 -3.99
C -0.47 3.63 -3.85
O 1.61 2.90 -3.11
H 2.53 3.17 -2.94
H 2.45 5.41 -3.97
H 0.80 7.25 -4.35
H -1.64 6.78 -4.24
H -2.45 4.43 -3.98
H -0.78 2.58 -3.79
C -0.11 -0.91 5.77
N 0.64 0.27 5.38
C 0.81 0.71 4.13
N 1.56 1.82 3.96
O 0.33 0.11 3.09
H -0.52 -1.42 4.90
H -0.93 -0.62 6.43
H 0.53 -1.59 6.32
H 1.09 0.82 6.09
H 1.67 2.17 3.01
H 1.94 2.33 4.75
*
```

Values from the calculation:
Total energy   -56362.4605 eV
Frontier orbital gap   3.559 eV
Relative energy (zero: lowest compared OMol25 entry of this formula, charge and spin)   20.3 kJ/mol

***

# 4
A 5-piece molecular cluster, C19H43NO12P2S overall in a non-equilibrium geometry, computed with ωB97M-V with the def2-TZVPD basis set.

The geometry in ORCA input format:
```
! RIJCOSX wB97M-V def2-TZVPD def2/J DEFGRID3
* xyz 0 1
C 2.00 0.79 -3.80
C 1.19 1.97 -2.97
P 0.52 3.21 -4.29
C 1.27 4.94 -3.95
O -1.20 3.41 -3.98
S -2.14 2.60 -5.14
O -1.53 2.93 -6.56
O -3.66 3.37 -5.16
P -4.96 2.28 -4.75
N -4.93 1.81 -3.02
O -6.42 3.29 -4.87
H 2.13 -0.20 -3.16
H 3.06 1.19 -4.16
H 1.40 0.45 -4.77
H 0.31 1.51 -2.31
H 1.99 2.52 -2.29
H 2.44 4.96 -3.84
H 0.77 5.32 -2.94
H 0.90 5.71 -4.79
H -5.83 1.27 -2.85
H -5.10 2.73 -2.51
H -6.17 4.10 -4.30
O -0.71 0.72 -0.51
C -0.23 -0.19 0.16
O 0.67 -1.04 -0.39
C 1.42 -2.03 0.35
C 0.60 -3.29 0.55
C -0.68 -0.43 1.58
H 1.79 -1.62 1.29
H 2.30 -2.27 -0.26
H -0.30 -3.10 1.13
H 1.19 -4.06 1.06
H 0.27 -3.69 -0.42
H -1.63 -0.97 1.56
H -0.83 0.55 2.06
H 0.04 -0.96 2.19
O -1.61 -1.20 4.38
C -1.13 -2.11 5.05
O -0.23 -2.96 4.50
C 0.52 -3.95 5.23
C -0.30 -5.21 5.43
C -1.58 -2.34 6.46
H 0.89 -3.53 6.17
H 1.40 -4.18 4.62
H -1.20 -5.02 6.01
H 0.29 -5.97 5.95
H -0.63 -5.61 4.47
H -2.53 -2.89 6.45
H -1.73 -1.37 6.94
H -0.86 -2.87 7.08
O 3.24 -4.26 -0.71
C 4.46 -4.16 -0.77
O 5.04 -2.97 -1.02
C 6.46 -2.72 -0.94
C 7.15 -3.13 -2.23
C 5.33 -5.38 -0.65
H 6.89 -3.19 -0.06
H 6.57 -1.64 -0.81
H 7.04 -4.20 -2.42
H 8.22 -2.89 -2.19
H 6.71 -2.61 -3.09
H 5.35 -5.91 -1.61
H 4.89 -6.04 0.11
H 6.34 -5.17 -0.32
O -5.67 3.17 -0.58
C -4.89 3.70 0.21
O -5.20 4.88 0.78
C -4.45 5.50 1.84
C -3.27 6.28 1.28
C -3.56 3.08 0.49
H -4.16 4.77 2.59
H -5.13 6.20 2.33
H -2.57 5.62 0.76
H -2.73 6.78 2.08
H -3.61 7.02 0.55
H -2.86 3.33 -0.31
H -3.68 1.99 0.54
H -3.13 3.37 1.45
*
```

Values from the calculation:
Total energy   -75870.8028 eV
Frontier orbital gap   8.130 eV
Relative energy (zero: lowest compared OMol25 entry of this formula, charge and spin)   633.9 kJ/mol

***

# 5
A 3-piece molecular cluster, C19H43NSi overall in a non-equilibrium geometry, computed with ωB97M-V with the def2-TZVPD basis set.

The geometry in ORCA input format:
```
! RIJCOSX wB97M-V def2-TZVPD def2/J DEFGRID3
* xyz 0 1
C 3.25 0.02 6.64
C 2.32 0.54 6.09
Si 1.00 1.51 5.21
C 1.91 2.57 3.93
N 2.73 3.59 4.66
C -0.30 0.34 4.46
C 0.36 -1.03 4.22
C -1.52 0.21 5.37
C -2.31 1.51 5.49
H 4.20 -0.28 6.94
H 0.34 2.41 6.17
H 2.61 1.95 3.41
H 1.23 3.06 3.25
H 2.14 4.01 5.37
H 3.43 3.09 5.20
H -0.65 0.76 3.53
H 1.29 -0.90 3.69
H 0.56 -1.49 5.17
H -0.28 -1.68 3.64
H -2.18 -0.55 4.98
H -1.22 -0.12 6.36
H -3.35 1.31 5.73
H -1.91 2.18 6.23
H -2.31 2.03 4.54
C 2.84 -1.99 -1.36
C 2.26 -0.68 -1.87
C 2.36 0.47 -0.87
C 1.59 0.25 0.43
C 0.10 -0.02 0.26
C -0.65 1.14 -0.39
H 2.32 -2.35 -0.47
H 2.77 -2.77 -2.12
H 3.90 -1.87 -1.10
H 1.22 -0.83 -2.16
H 2.79 -0.39 -2.78
H 2.01 1.39 -1.35
H 3.41 0.64 -0.63
H 1.72 1.13 1.07
H 2.04 -0.58 0.99
H -0.34 -0.20 1.25
H -0.06 -0.93 -0.32
H -0.54 2.06 0.20
H -1.72 0.92 -0.46
H -0.29 1.35 -1.40
C -3.53 0.37 -4.21
C -2.70 -0.88 -3.97
C -1.26 -0.75 -4.47
C -1.11 -0.54 -5.97
C -1.74 -1.62 -6.84
C -1.12 -3.00 -6.63
H -3.63 0.59 -5.28
H -4.54 0.25 -3.81
H -3.09 1.24 -3.73
H -3.18 -1.74 -4.43
H -2.67 -1.08 -2.90
H -0.70 -1.65 -4.17
H -0.78 0.09 -3.95
H -0.04 -0.47 -6.21
H -1.53 0.43 -6.25
H -1.61 -1.34 -7.89
H -2.81 -1.67 -6.67
H -0.05 -2.99 -6.84
H -1.58 -3.73 -7.30
H -1.26 -3.36 -5.61
*
```

Values from the calculation:
SMILES   C#C[Si@@H](CN)[C@@H](C)CC.CCCCCC.CCCCCC
Total energy   -29767.0971 eV
Frontier orbital gap   9.646 eV

***

# 6
C19H43O2P3PdS as an isolated structure in a non-equilibrium geometry, computed with ωB97M-V with the def2-TZVPD basis set.

The geometry in ORCA input format:
```
! RIJCOSX wB97M-V def2-TZVPD def2/J DEFGRID3
* xyz 4 5
Pd 0.54 -0.84 0.48
P 2.81 -0.66 0.22
P 0.41 -2.49 1.97
P -0.39 2.05 2.07
H -3.78 2.85 -4.24
C -3.18 3.64 -3.75
C -1.90 3.84 -4.07
H -1.38 3.20 -4.78
C 3.24 -1.46 -1.36
C 3.89 -1.33 1.52
C 3.24 1.10 0.00
C -1.32 -2.73 2.48
C 0.92 -4.07 1.23
C 1.37 -2.31 3.51
C -0.32 3.82 1.75
C 0.96 1.48 3.11
C -1.98 1.72 2.89
H -3.69 4.27 -3.00
H -1.35 4.68 -3.63
H 2.73 -0.93 -2.17
H 2.90 -2.50 -1.33
H 4.33 -1.43 -1.50
H 3.63 -2.38 1.73
H 3.77 -0.74 2.44
H 4.94 -1.28 1.20
H 2.52 1.57 -0.69
H 4.26 1.19 -0.42
H 3.20 1.61 0.97
H -1.40 -3.42 3.33
H -1.89 -3.13 1.63
H -1.74 -1.75 2.76
H 0.49 -4.91 1.80
H 2.01 -4.14 1.24
H 0.56 -4.11 0.20
H 0.77 -2.66 4.35
H 1.64 -1.27 3.67
H 2.28 -2.92 3.46
H -0.40 4.36 2.71
H -1.17 4.09 1.10
H 0.62 4.07 1.22
H 1.47 2.38 3.50
H 1.68 0.88 2.52
H 0.58 0.86 3.93
H -2.18 2.58 3.55
H -1.92 0.80 3.49
H -2.79 1.64 2.16
C -0.57 1.10 -1.54
C -1.83 0.68 -1.00
C -2.67 1.65 -0.46
C -2.36 3.00 -0.62
C -1.19 3.40 -1.28
C -0.42 2.47 -1.92
O 0.49 0.34 -1.46
H -0.28 1.45 0.77
H -1.97 -0.38 -0.78
H -3.57 1.38 0.09
H -3.07 3.77 -0.27
H -0.98 4.45 -1.46
H 0.38 2.72 -2.63
C -0.06 -3.92 -3.57
S -0.49 -2.38 -2.77
C -2.28 -2.42 -2.95
O -0.24 -2.63 -1.29
H 0.13 -3.65 -4.62
H -0.90 -4.62 -3.47
H 0.84 -4.31 -3.08
H -2.66 -3.09 -2.17
H -2.69 -1.40 -2.84
H -2.55 -2.83 -3.93
*
```

Values from the calculation:
⟨S²⟩   6.041
Total energy   -66631.3595 eV
Frontier orbital gap (alpha / beta)   7.478 / 2.283 eV
Relative energy (zero: lowest compared OMol25 entry of this formula, charge and spin)   109.7 kJ/mol

***

# 7
C19H43O2P3SV as an isolated structure in a non-equilibrium geometry, computed with ωB97M-V with the def2-TZVPD basis set.

The geometry in ORCA input format:
```
! RIJCOSX wB97M-V def2-TZVPD def2/J DEFGRID3
* xyz 4 2
V 0.45 3.09 -0.64
P 2.16 -0.16 1.66
P 2.53 3.04 0.54
P -1.73 -3.40 0.05
H 1.06 2.83 -3.34
C 0.35 2.31 -2.67
C -0.91 2.92 -2.30
H -1.13 3.95 -2.59
C 3.46 -1.38 1.17
C 2.99 0.44 3.20
C 1.08 -1.39 2.52
C 2.30 4.54 -0.48
C 2.47 3.71 2.24
C 4.23 2.45 0.30
C -2.67 -4.30 -1.23
C -2.08 -4.11 1.68
C 0.04 -3.59 -0.36
H 0.48 1.22 -2.68
H -1.73 2.36 -1.83
H 3.95 -1.79 2.07
H 4.21 -0.89 0.54
H 3.00 -2.20 0.59
H 3.25 -0.45 3.79
H 2.29 1.06 3.77
H 3.89 1.01 2.98
H 0.79 -2.20 1.83
H 0.18 -0.89 2.90
H 1.63 -1.82 3.36
H 3.11 4.57 -1.21
H 2.41 5.43 0.16
H 1.34 4.61 -1.06
H 3.38 3.49 2.81
H 1.60 3.25 2.74
H 2.32 4.79 2.18
H 4.83 3.23 -0.20
H 4.19 1.56 -0.35
H 4.71 2.19 1.25
H -2.95 -5.30 -0.87
H -2.11 -4.38 -2.17
H -3.58 -3.70 -1.42
H -2.82 -4.92 1.60
H -2.52 -3.27 2.26
H -1.16 -4.45 2.18
H 0.18 -4.16 -1.28
H 0.60 -4.05 0.46
H 0.47 -2.58 -0.54
C -2.11 -0.98 -2.44
C -0.82 -1.35 -2.88
C -0.72 -1.78 -4.20
C -1.85 -1.85 -5.02
C -3.08 -1.32 -4.59
C -3.21 -0.82 -3.30
O -2.45 -0.95 -1.10
H -1.80 -1.44 -0.52
H 0.03 -1.26 -2.21
H 0.26 -2.08 -4.58
H -1.75 -2.24 -6.02
H -3.94 -1.37 -5.24
H -4.15 -0.45 -2.87
C -3.41 1.88 1.17
S -1.89 1.01 1.52
C -1.93 1.05 3.31
O -0.79 2.00 1.14
H -3.25 2.95 1.34
H -4.21 1.47 1.80
H -3.64 1.69 0.11
H -2.97 1.16 3.63
H -1.54 0.10 3.70
H -1.33 1.89 3.67
*
```

Values from the calculation:
⟨S²⟩   0.756
Total energy   -88836.0793 eV
Frontier orbital gap (alpha / beta)   3.003 / 2.772 eV